3 unconnected molecules or ions with the total composition C21H48BN2O7P2 at a distorted geometry. Source: the Open Molecules 2025 dataset; level of theory: ωB97M-V/def2-TZVPD.

Values from the calculation:
E_tot	-2172.49489	a.u.
spin multiplicity	3
F_max	0.02856	hartree/bohr
net charge	+1

The geometry in XYZ format:
```
81
Properties=species:S:1:pos:R:3:lowdin_spin:R:1
C -0.63 4.22 -2.33 0.000
C 0.59 3.41 -2.71 0.000
O 0.24 1.99 -2.73 0.000
B 0.96 1.15 -1.97 0.000
O 0.50 0.68 -0.78 0.000
P 2.77 0.56 -2.53 0.000
C 3.97 1.89 -2.74 0.000
P 5.27 2.08 -1.44 0.000
O 6.56 1.80 -2.03 0.000
O 4.88 1.12 -0.21 0.000
O 5.03 3.56 -0.91 0.000
H -0.42 5.27 -2.50 0.000
H -0.87 4.10 -1.27 0.000
H -1.48 3.93 -2.94 0.000
H 0.97 3.68 -3.69 0.000
H 1.38 3.59 -1.97 0.000
H 0.46 1.41 -0.13 0.000
H 3.25 -0.35 -1.59 0.000
H 2.69 -0.16 -3.72 0.000
H 4.52 1.70 -3.66 0.000
H 3.46 2.85 -2.83 0.000
H 4.05 1.33 0.24 0.000
H 4.80 3.64 0.03 0.000
C -1.17 -0.08 3.74 0.004
C -0.02 0.93 3.60 0.027
C 0.64 1.23 4.95 0.018
C -0.21 2.11 5.87 0.001
C -0.63 3.39 5.15 0.018
C -1.35 3.13 3.82 0.027
N -0.50 2.22 2.98 0.409
O 0.42 2.84 2.33 0.484
C -2.74 2.54 4.08 0.004
C -1.55 4.43 3.06 -0.001
C 1.02 0.35 2.66 -0.001
H -0.89 -1.04 3.30 0.000
H -1.44 -0.27 4.78 0.000
H -2.07 0.24 3.22 0.001
H 1.59 1.74 4.77 0.002
H 0.87 0.28 5.43 0.002
H -1.09 1.56 6.22 0.000
H 0.36 2.36 6.76 0.001
H -1.30 3.98 5.78 0.002
H 0.26 4.01 4.96 0.002
H -3.21 2.24 3.15 0.001
H -3.36 3.31 4.54 0.000
H -2.73 1.69 4.76 0.000
H -0.62 4.97 2.91 0.000
H -2.23 5.07 3.63 0.000
H -2.00 4.24 2.08 0.000
H 0.57 0.24 1.67 0.000
H 1.34 -0.63 3.01 0.000
H 1.89 0.99 2.58 0.000
C -2.47 -5.52 -2.32 0.003
C -1.02 -5.15 -2.68 0.026
C -0.16 -4.95 -1.42 0.017
C -0.46 -3.67 -0.66 0.001
C -0.37 -2.46 -1.59 0.016
C -1.26 -2.59 -2.82 0.027
N -0.96 -3.89 -3.50 0.385
O 0.10 -3.82 -4.22 0.515
C -2.73 -2.46 -2.42 0.003
C -0.98 -1.46 -3.80 -0.001
C -0.44 -6.29 -3.51 -0.001
H -2.67 -6.56 -2.58 0.000
H -2.68 -5.40 -1.26 0.000
H -3.19 -4.92 -2.88 0.001
H 0.89 -4.95 -1.72 0.002
H -0.30 -5.83 -0.78 0.002
H -1.44 -3.71 -0.18 0.000
H 0.27 -3.56 0.15 0.001
H -0.65 -1.55 -1.05 0.001
H 0.68 -2.33 -1.91 0.002
H -3.38 -2.67 -3.27 0.001
H -2.92 -1.44 -2.09 0.000
H -3.02 -3.12 -1.60 0.000
H 0.07 -1.40 -4.07 -0.001
H -1.28 -0.51 -3.34 0.000
H -1.56 -1.58 -4.72 0.000
H -0.98 -6.41 -4.44 0.000
H -0.54 -7.21 -2.93 0.000
H 0.61 -6.14 -3.73 0.000
```